# C9H10NO3S

An isolated ion of composition C9H10NO3S and charge +1 (wB97M-V/def2-TZVPD, the Open Molecules 2025 dataset).

Structure (XYZ):
```
24
Properties=species:S:1:pos:R:3:forces:R:3:nbo_charge:R:1
C 3.5040 -1.6248 -0.8196 0.1 0.0 -0.4 -0.2651
C 2.3160 -1.3724 -0.2008 0.2 -1.6 0.5 -0.0560
C 4.1791 -0.4033 -0.9726 3.2 -2.5 -0.7 -0.3213
C 2.1592 -0.0714 0.2387 2.3 1.6 -1.7 -0.4206
C 1.1899 0.4407 0.9262 -5.1 0.2 2.4 0.4010
C -1.5808 -0.1695 1.8733 1.1 -0.7 0.9 0.0907
C -1.3005 -0.8602 0.5722 -0.6 0.5 -0.7 0.6081
C -0.1905 1.9093 2.0141 0.2 -0.3 4.1 0.1007
C -1.2616 -0.4088 -1.7361 1.7 -2.6 -2.6 -0.2892
N -1.6032 1.2910 1.7504 1.3 0.1 -2.1 -0.6678
O -1.2126 -2.0367 0.3586 0.1 0.3 0.8 -0.5203
O 0.7230 1.6813 1.0367 1.4 -0.4 -1.2 -0.4726
O -1.3422 0.0561 -0.4443 -0.1 0.5 0.6 -0.5719
S 3.5685 0.9619 -0.3421 -1.5 -0.1 0.4 0.5676
H 3.8391 -2.6701 -1.0472 -0.1 1.5 -0.2 0.2735
H 1.6593 -2.2038 -0.0371 -0.8 0.2 0.5 0.2692
H 5.2306 -0.4760 -1.3054 -0.7 0.6 -0.1 0.2702
H -0.3598 2.9795 2.1117 0.1 0.0 -0.2 0.2263
H 0.1872 1.4758 3.0449 -1.0 0.7 -2.1 0.2339
H -2.2071 -0.6545 -2.2014 -0.5 0.8 0.0 0.2122
H -0.7375 -1.4153 -1.8947 -0.5 1.1 1.1 0.2087
H -0.6045 0.2271 -2.3290 -0.6 0.6 0.0 0.2003
H -1.7358 1.5986 0.7254 -0.7 -0.3 1.5 0.4577
H -2.2190 1.6926 2.4853 0.3 -0.2 -0.9 0.4646
```
Forces are in eV/Å.

Kohn-Sham gap (alpha / beta) in eV: 6.0779 / 7.5959
F_max in hartree/bohr: 0.110
Net charge: +1
2S+1: 1
HOMO (alpha / beta) in eV: -11.87 / -12.76
Relative energy (zero: lowest compared OMol25 entry of this formula, charge and spin) in kcal/mol: 140.8

=====

# C9H10NO3S2

An isolated ion of composition C9H10NO3S2 and charge -1 (wB97M-V/def2-TZVPD, the Open Molecules 2025 dataset).

Structure (XYZ):
```
25
Properties=species:S:1:pos:R:3:forces:R:3:nbo_charge:R:1
C -3.5783 -0.9962 -0.5456 -1.3 -0.8 -1.0 -0.2560
C -3.4111 -1.3932 0.8146 0.4 0.4 0.3 -0.2497
C -2.5423 -0.5371 -1.3214 -2.3 0.7 -1.0 -0.1865
C -2.1381 -1.1419 1.3244 -0.8 0.2 2.7 -0.2086
C -1.2126 -0.3067 -0.8251 -0.7 -0.4 -0.5 0.1437
C -1.1325 -0.5089 0.6171 1.0 0.4 -0.7 -0.2240
C 1.4391 0.3069 0.3997 -0.6 -0.5 1.5 -0.4921
C 2.3572 2.5600 0.0364 -1.1 0.6 0.1 -0.5988
C 2.5181 1.2509 0.7919 1.6 -0.1 -1.8 -0.4841
N -0.3551 0.0284 -1.7358 -2.4 1.1 -0.7 -0.5882
O 3.1350 -1.5546 0.4749 -0.8 -0.1 -0.2 -1.0012
O 0.7640 -2.1722 0.0312 1.7 0.8 -0.8 -0.9935
O 2.1673 -1.0075 -1.6645 0.2 -0.1 -1.3 -1.0081
S 0.1492 0.2717 1.4808 -0.5 0.0 -0.1 0.4906
S 1.9016 -1.2722 -0.2758 0.4 -1.6 2.0 2.3802
H -4.5174 -1.1055 -1.1819 0.9 -0.1 1.6 0.1996
H -4.1940 -1.7390 1.5445 0.7 0.3 -1.3 0.2113
H -2.9533 -0.2929 -2.3828 1.9 -0.3 1.7 0.2136
H -1.9568 -1.2460 2.4645 -0.3 -0.1 -2.0 0.2043
H 1.6009 3.1502 0.5344 0.0 0.7 0.3 0.1921
H 1.9655 2.5173 -0.9780 0.0 -0.9 -0.1 0.2214
H 3.2919 3.0656 -0.0684 0.6 0.7 0.4 0.1956
H 2.6615 1.4153 1.8980 -0.2 -0.3 -1.1 0.2085
H 3.4420 0.8439 0.2936 -0.6 -0.1 1.3 0.2498
H 0.5979 -0.1363 -1.7267 2.1 -0.4 0.6 0.3803
```
Forces are in eV/Å.

Kohn-Sham gap (alpha / beta) in eV: 7.1892 / 6.1916
F_max in hartree/bohr: 0.055
Net charge: -1
2S+1: 1
HOMO (alpha / beta) in eV: -4.43 / -4.04
Relative energy (zero: lowest compared OMol25 entry of this formula, charge and spin) in kcal/mol: 49.6

=====

# C9H10NP

C9H10NP as an isolated structure (wB97M-V/def2-TZVPD, the Open Molecules 2025 dataset).

Structure (XYZ):
```
21
Properties=species:S:1:pos:R:3:forces:R:3:nbo_charge:R:1
C -0.5969 2.2949 1.1893 -0.3 1.2 1.2 -0.2857
C -1.3154 1.1452 1.2950 0.4 1.8 2.1 -0.0983
C -0.0673 -0.8132 0.6322 -1.4 0.7 -1.6 -0.1407
C 0.2045 2.5544 -0.0002 -0.3 -2.2 -3.4 -0.0049
C 0.3257 -1.4480 -1.6920 -0.3 0.0 -1.5 -0.6432
C 0.6046 -1.4602 -0.3191 1.9 -0.3 2.9 -0.0486
C -1.2687 0.0394 0.2676 1.6 1.1 0.6 -0.3935
C -1.2805 0.5679 -1.1190 -0.4 4.1 -1.3 -0.4001
C 1.8756 -2.1730 0.1434 -0.1 -2.2 -1.7 -0.6299
N 0.0399 2.0101 -1.1684 -2.1 -1.9 1.4 -0.3753
P -0.5951 -0.3433 -2.5334 -0.1 -0.4 0.1 0.7803
H -0.5089 3.2177 1.9137 -0.6 -2.5 -0.9 0.2326
H -1.8267 0.9163 2.2984 0.6 0.4 -1.7 0.2207
H 0.0888 -0.7941 1.6807 0.9 -0.5 0.7 0.2085
H 1.1301 3.1034 -0.1059 0.0 0.9 1.1 0.2144
H 0.9030 -2.2098 -2.1934 -0.1 0.0 -0.7 0.2312
H -2.1120 -0.5166 0.4949 -2.0 -1.4 -0.1 0.2361
H -2.3276 1.0803 -1.4555 2.6 -1.1 1.0 0.2472
H 2.3221 -1.6456 0.9320 0.4 0.3 1.5 0.2191
H 2.6916 -2.2484 -0.6019 -0.6 0.5 -0.2 0.2138
H 1.7134 -3.2773 0.3415 -0.1 1.3 0.4 0.2160
```
Forces are in eV/Å.

Kohn-Sham gap in eV: 7.9215
F_max in hartree/bohr: 0.083
2S+1: 1
HOMO in eV: -8.02
Relative energy (zero: lowest compared OMol25 entry of this formula, charge and spin) in kcal/mol: 71.0